C16H44CuN4O8S | ωB97M-V with the def2-TZVPD basis set

The calculation puts the energy above the lowest of the compared OMol25 structures with the same formula, charge and spin at 948.9 kJ/mol. Its total charge is -1. As for the LUMO energy: 0.28 eV. Its spin multiplicity is 1. As for the HOMO-LUMO gap: 3.36 eV.

Element x y z (Å)
1 Cu -1.346 -0.774 -1.439
2 S -4.220 2.409 -1.953
3 O -2.912 2.703 -2.565
4 O -3.965 1.605 -0.711
5 O -4.885 3.658 -1.724
6 O -4.952 1.602 -2.903
7 C -3.858 -5.196 -4.702
8 C -3.201 -4.370 -3.608
9 C -2.014 -5.092 -2.940
10 O -1.205 -4.242 -2.105
11 C 0.207 -4.687 -2.027
12 N -2.895 -3.016 -4.043
13 H -3.325 -5.447 -5.619
14 H -4.754 -4.732 -5.114
15 H -4.236 -6.127 -4.279
16 H -3.999 -4.190 -2.887
17 H -1.403 -5.295 -3.819
18 H -2.147 -5.990 -2.337
19 H 0.202 -5.760 -1.833
20 H 0.703 -4.329 -1.125
21 H 0.749 -4.534 -2.960
22 H -3.223 -2.933 -4.994
23 H -3.555 -2.353 -3.662
24 C 0.045 -1.725 8.926
25 C -0.365 -3.181 8.430
26 C 0.186 -3.624 7.008
27 O -0.472 -2.666 6.122
28 C -0.100 -3.061 4.778
29 N 0.210 -4.049 9.387
30 H -0.507 -0.940 8.409
31 H 1.109 -1.490 8.882
32 H -0.268 -1.578 9.959
33 H -1.453 -3.250 8.437
34 H 0.133 -4.707 6.896
35 H 1.244 -3.363 6.990
36 H -0.487 -4.059 4.572
37 H 0.988 -3.017 4.730
38 H -0.424 -2.353 4.015
39 H -0.303 -4.081 10.256
40 H 1.188 -3.826 9.508
41 C 4.113 0.357 -3.828
42 C 3.043 1.104 -4.714
43 C 3.346 1.515 -6.170
44 O 4.480 2.268 -6.375
45 C 4.455 3.496 -5.637
46 N 1.820 0.342 -4.564
47 H 5.028 0.931 -3.675
48 H 4.423 -0.465 -4.472
49 H 3.842 -0.096 -2.874
50 H 2.768 1.999 -4.157
51 H 2.544 2.139 -6.565
52 H 3.314 0.678 -6.867
53 H 4.782 3.331 -4.610
54 H 3.523 4.059 -5.568
55 H 5.232 4.194 -5.948
56 H 1.068 0.905 -4.934
57 H 1.836 -0.469 -5.166
58 C 1.792 4.723 1.913
59 C 0.310 4.269 1.976
60 C -0.668 5.345 1.599
61 O -0.657 6.506 2.488
62 C -1.037 7.773 1.822
63 N 0.102 3.351 0.989
64 H 2.480 3.881 1.832
65 H 2.109 5.124 2.876
66 H 1.927 5.478 1.139
67 H 0.105 3.810 2.943
68 H -1.691 4.979 1.687
69 H -0.585 5.732 0.583
70 H -2.078 7.513 1.635
71 H -0.452 7.947 0.919
72 H -0.946 8.611 2.514
73 H 0.019 3.664 0.032
74 H -0.838 3.065 1.223

These are the Mulliken partial charges, in e, on atoms 1 to 6: 0.61 1.17 -0.69 -0.69 -0.71 -0.69

C16H44N12O12S | ωB97M-V with the def2-TZVPD basis set

As for the structure (SMILES): O=S1(=O)OCCO1.C1CCOC1.C1CCOC1.NC(N)=O.NC(N)=O.NC(N)=O.NC(N)=O.NC(N)=O.NC(N)=O. Its total charge is 0. As for the LUMO energy: -0.47 eV. Its spin multiplicity is 1. As for the HOMO-LUMO gap: 8.22 eV.

Element x y z (Å)
1 O 1.710 -0.138 -3.234
2 S 2.874 -1.061 -3.204
3 O 4.079 -0.826 -3.926
4 O 3.286 -1.243 -1.644
5 C 3.066 -2.546 -1.110
6 C 2.722 -3.459 -2.233
7 O 2.438 -2.699 -3.418
8 H 3.978 -2.814 -0.577
9 H 2.251 -2.677 -0.398
10 H 1.904 -4.112 -1.928
11 H 3.557 -4.158 -2.280
12 C -0.583 1.683 -1.118
13 C -1.924 1.094 -0.786
14 C -1.805 0.570 0.649
15 O -0.442 0.102 0.627
16 C 0.352 1.106 -0.015
17 H -0.685 2.767 -1.157
18 H -0.257 1.454 -2.133
19 H -2.159 0.260 -1.448
20 H -2.747 1.808 -0.756
21 H -2.465 -0.295 0.718
22 H -1.902 1.216 1.522
23 H 1.380 0.841 -0.260
24 H 0.424 1.950 0.671
25 C 3.911 3.398 -1.857
26 C 3.917 2.341 -0.731
27 C 3.206 3.159 0.289
28 O 2.273 3.955 -0.361
29 C 2.608 4.121 -1.720
30 H 3.966 2.928 -2.839
31 H 4.633 4.159 -1.562
32 H 4.926 2.043 -0.443
33 H 3.282 1.577 -1.179
34 H 3.935 3.740 0.855
35 H 2.733 2.623 1.112
36 H 2.668 5.187 -1.936
37 H 1.875 3.618 -2.351
38 N 5.324 -0.605 0.784
39 C 4.413 -0.815 1.684
40 N 4.886 -1.426 2.683
41 O 3.266 -0.462 1.596
42 H 6.197 -1.103 0.677
43 H 5.037 0.046 0.068
44 H 4.343 -1.312 3.527
45 H 5.844 -1.747 2.662
46 N -0.231 -2.169 -1.405
47 C -0.904 -2.368 -2.473
48 N -0.917 -3.654 -2.738
49 O -1.540 -1.592 -3.195
50 H -0.109 -2.884 -0.702
51 H -0.100 -1.207 -1.127
52 H -0.609 -4.279 -2.007
53 H -1.119 -4.074 -3.634
54 N -1.313 1.134 4.140
55 C -2.216 2.005 4.569
56 N -2.205 1.938 5.871
57 O -2.966 2.756 3.976
58 H -1.095 1.227 3.158
59 H -0.922 0.491 4.814
60 H -1.586 1.247 6.269
61 H -3.023 2.309 6.334
62 N -4.402 -1.583 -2.697
63 C -4.606 -0.305 -2.943
64 N -3.611 0.268 -3.582
65 O -5.679 0.197 -2.618
66 H -5.172 -1.992 -2.187
67 H -3.423 -1.824 -2.767
68 H -3.725 1.249 -3.792
69 H -2.675 -0.098 -3.690
70 N 0.266 -2.206 2.232
71 C -0.606 -2.694 3.114
72 N -1.723 -2.657 2.420
73 O -0.616 -2.908 4.331
74 H -0.061 -1.979 1.304
75 H 1.215 -2.429 2.495
76 H -1.628 -2.645 1.414
77 H -2.605 -2.706 2.910
78 N -5.164 0.329 1.754
79 C -5.135 1.570 1.456
80 N -5.404 1.639 0.178
81 O -5.017 2.514 2.234
82 H -5.353 -0.359 1.039
83 H -5.319 0.135 2.733
84 H -5.631 2.518 -0.264
85 H -5.367 0.842 -0.441

These are the Mulliken partial charges, in e, on atoms 1 to 6: -0.43 1.01 -0.57 -0.26 0.15 -0.19

C16H44N4NiO4 | ωB97M-V with the def2-TZVPD basis set

The calculation puts the energy above the lowest of the compared OMol25 structures with the same formula, charge and spin at 0.0 kJ/mol. Its total charge is +2. As for the LUMO energy (spin up / spin down): -4.95 / -5.22 eV. Its spin multiplicity is 3. As for the HOMO-LUMO gap (spin up / spin down): 10.23 / 9.96 eV.

Element x y z (Å)
1 Ni 23.112 -2.447 1.116
2 C 25.743 -5.631 1.138
3 C 25.821 -4.251 0.481
4 C 26.945 -4.205 -0.559
5 O 26.879 -2.953 -1.204
6 C 27.702 -2.824 -2.356
7 N 24.542 -3.801 -0.110
8 H 26.176 -6.395 0.479
9 H 24.729 -6.006 1.266
10 H 26.327 -5.709 2.051
11 H 26.084 -3.575 1.301
12 H 26.774 -5.009 -1.286
13 H 27.897 -4.365 -0.044
14 H 28.363 -3.666 -2.555
15 H 28.291 -1.914 -2.236
16 H 27.100 -2.671 -3.257
17 H 24.886 -3.038 -0.703
18 H 24.230 -4.546 -0.730
19 C 20.131 -5.141 -0.639
20 C 20.777 -4.251 0.424
21 C 21.620 -5.034 1.412
22 O 22.619 -4.230 2.087
23 C 23.127 -5.020 3.167
24 N 21.607 -3.206 -0.233
25 H 19.663 -4.509 -1.392
26 H 19.345 -5.748 -0.178
27 H 20.738 -5.912 -1.119
28 H 19.946 -3.739 0.911
29 H 22.169 -5.810 0.866
30 H 20.993 -5.514 2.163
31 H 22.517 -4.955 4.074
32 H 24.120 -4.665 3.437
33 H 23.178 -6.080 2.924
34 H 20.997 -2.538 -0.696
35 H 22.066 -3.674 -1.014
36 C 25.271 -0.257 -1.742
37 C 24.899 -0.384 -0.275
38 C 25.058 0.984 0.399
39 O 24.769 0.880 1.788
40 C 24.677 2.168 2.371
41 N 23.460 -0.781 -0.179
42 H 26.332 -0.039 -1.850
43 H 24.716 0.538 -2.254
44 H 24.970 -1.129 -2.331
45 H 25.554 -1.041 0.298
46 H 24.440 1.745 -0.095
47 H 26.088 1.349 0.307
48 H 25.557 2.791 2.188
49 H 24.583 2.064 3.452
50 H 23.799 2.730 2.033
51 H 22.841 0.036 -0.170
52 H 23.206 -1.003 -1.147
53 C 23.539 -0.926 5.024
54 C 23.047 -1.573 3.732
55 C 21.961 -0.717 3.084
56 O 21.436 -1.427 1.963
57 C 20.183 -0.827 1.572
58 N 24.218 -1.779 2.772
59 H 22.721 -0.767 5.723
60 H 23.984 0.038 4.757
61 H 24.344 -1.487 5.499
62 H 22.606 -2.560 3.873
63 H 22.280 0.295 2.819
64 H 21.249 -0.606 3.910
65 H 19.687 -1.472 0.852
66 H 20.368 0.136 1.087
67 H 19.581 -0.673 2.464
68 H 24.571 -0.816 2.800
69 H 24.851 -2.255 3.415

These are the natural (NBO) partial charges, in e, on atoms 1 to 6: 1.48 -0.64 -0.07 -0.07 -0.58 -0.26

C16H44N4O4 | ωB97M-V with the def2-TZVPD basis set

The calculation puts the energy above the lowest of the compared OMol25 structures with the same formula, charge and spin at 108.9 kJ/mol. Its total charge is +1. As for the LUMO energy (spin up / spin down): -3.08 / -8.57 eV. Its spin multiplicity is 2. As for the HOMO-LUMO gap (spin up / spin down): 7.22 / 1.74 eV.

Element x y z (Å)
1 C -1.041 -3.047 2.886
2 C -0.058 -3.847 3.718
3 C -0.608 -5.072 4.438
4 O 0.442 -5.705 5.305
5 C 0.023 -6.950 5.864
6 N 1.061 -4.201 2.960
7 H -1.693 -2.551 3.605
8 H -1.597 -3.661 2.178
9 H -0.642 -2.233 2.280
10 H 0.261 -3.221 4.551
11 H -1.199 -5.626 3.708
12 H -1.341 -4.741 5.173
13 H -0.134 -7.678 5.069
14 H -0.843 -7.026 6.522
15 H 0.880 -7.344 6.411
16 H 1.562 -4.832 3.570
17 H 1.022 -4.608 2.037
18 C 4.777 0.518 -1.758
19 C 5.377 1.589 -2.654
20 C 6.277 2.622 -1.900
21 O 6.907 3.521 -2.728
22 C 7.700 4.520 -2.105
23 N 6.454 1.068 -3.564
24 H 3.861 0.814 -1.246
25 H 5.527 0.044 -1.124
26 H 4.580 -0.326 -2.419
27 H 4.622 2.089 -3.261
28 H 6.914 2.172 -1.138
29 H 5.554 3.189 -1.312
30 H 7.101 5.153 -1.452
31 H 7.937 5.200 -2.924
32 H 8.698 4.216 -1.789
33 H 6.966 1.938 -3.521
34 H 6.876 0.303 -3.058
35 C -3.215 -0.306 1.680
36 C -2.461 1.000 1.504
37 C -0.932 0.937 1.417
38 O -0.455 -0.217 0.609
39 C 0.947 -0.224 0.557
40 N -2.966 1.822 0.377
41 H -3.342 -0.743 0.689
42 H -4.198 -0.086 2.095
43 H -2.750 -1.013 2.367
44 H -2.501 1.651 2.378
45 H -0.504 0.777 2.407
46 H -0.552 1.889 1.047
47 H 1.223 -1.176 0.105
48 H 1.497 -0.382 1.484
49 H 1.364 0.595 -0.030
50 H -2.760 1.334 -0.483
51 H -2.363 2.630 0.310
52 C -6.852 2.219 -3.424
53 C -5.568 1.978 -2.567
54 C -4.214 2.182 -3.352
55 O -3.220 1.436 -2.646
56 C -2.015 1.353 -3.395
57 N -5.649 2.757 -1.397
58 H -7.748 2.170 -2.806
59 H -6.882 1.445 -4.191
60 H -6.891 3.145 -3.999
61 H -5.536 0.957 -2.185
62 H -3.933 3.235 -3.327
63 H -4.281 1.902 -4.403
64 H -1.220 1.198 -2.666
65 H -1.785 2.279 -3.922
66 H -2.127 0.711 -4.269
67 H -4.859 2.513 -0.817
68 H -5.475 3.749 -1.469

These are the natural (NBO) partial charges, in e, on atoms 1 to 6: -0.66 -0.14 -0.06 -0.54 -0.27 -0.26

C16H44N4O8SSr | ωB97M-V with the def2-TZVPD basis set

The calculation puts the energy above the lowest of the compared OMol25 structures with the same formula, charge and spin at 95.2 kJ/mol. Its total charge is 0. As for the LUMO energy: -0.13 eV. Its spin multiplicity is 1. As for the HOMO-LUMO gap: 6.84 eV.

Element x y z (Å)
1 Sr -0.786 0.769 -0.683
2 S -3.718 0.884 -1.383
3 O -4.176 2.046 -0.497
4 O -4.789 0.258 -2.162
5 O -2.621 1.323 -2.230
6 O -3.178 -0.103 -0.471
7 C -1.361 -4.064 -1.560
8 C -0.527 -2.913 -0.935
9 C 1.014 -3.129 -1.057
10 O 1.715 -2.235 -0.199
11 C 3.014 -2.645 0.106
12 N -0.951 -1.660 -1.560
13 H -1.112 -4.248 -2.605
14 H -2.434 -3.875 -1.519
15 H -1.149 -5.011 -1.065
16 H -0.796 -2.829 0.118
17 H 1.295 -3.061 -2.107
18 H 1.051 -4.154 -0.687
19 H 3.003 -3.652 0.524
20 H 3.447 -1.959 0.834
21 H 3.596 -2.549 -0.810
22 H -0.891 -1.775 -2.561
23 H -1.951 -1.730 -1.442
24 C -0.561 0.332 3.560
25 C -0.419 -0.941 2.800
26 C -1.025 -2.203 3.512
27 O -0.964 -3.356 2.707
28 C 0.193 -4.109 2.501
29 N -1.068 -0.758 1.518
30 H 0.061 0.361 4.454
31 H -1.580 0.641 3.793
32 H -0.140 1.181 3.023
33 H 0.645 -1.084 2.611
34 H -2.008 -1.983 3.929
35 H -0.538 -2.310 4.481
36 H 0.630 -4.413 3.452
37 H 0.907 -3.517 1.929
38 H -0.164 -4.953 1.913
39 H -1.257 -1.730 1.314
40 H -1.997 -0.455 1.774
41 C -0.069 3.567 1.750
42 C -1.485 3.648 1.114
43 C -1.454 4.152 -0.338
44 O -0.588 3.394 -1.169
45 C -0.437 3.886 -2.503
46 N -1.971 2.262 1.130
47 H 0.571 2.860 1.223
48 H -0.029 3.367 2.820
49 H 0.425 4.537 1.684
50 H -2.146 4.286 1.700
51 H -1.099 5.180 -0.264
52 H -2.385 4.244 -0.897
53 H -0.024 4.892 -2.576
54 H -1.400 3.919 -3.012
55 H 0.213 3.255 -3.110
56 H -2.819 2.270 0.581
57 H -2.259 2.141 2.091
58 C 3.860 1.193 -0.031
59 C 2.470 1.270 -0.642
60 C 2.352 0.764 -2.070
61 O 0.966 0.887 -2.441
62 C 0.770 0.508 -3.822
63 N 1.577 0.588 0.186
64 H 4.463 1.989 -0.468
65 H 4.312 0.211 -0.174
66 H 3.909 1.358 1.046
67 H 2.161 2.313 -0.571
68 H 2.744 -0.239 -2.234
69 H 3.029 1.348 -2.693
70 H -0.290 0.384 -4.042
71 H 1.430 -0.314 -4.096
72 H 1.072 1.286 -4.524
73 H 2.053 0.595 1.077
74 H 1.669 -0.391 -0.043

These are the Mulliken partial charges, in e, on atoms 1 to 6: 0.64 1.05 -0.90 -0.73 -0.65 -0.54

C16H45CrN3O9P | ωB97M-V with the def2-TZVPD basis set

Its total charge is -1. As for the LUMO energy (spin up / spin down): 2.29 / 2.29 eV. Its spin multiplicity is 5. As for the HOMO-LUMO gap (spin up / spin down): 4.03 / 6.38 eV.

Element x y z (Å)
1 Cr 0.536 0.094 -0.626
2 P 2.222 1.018 -1.943
3 O 0.844 0.581 -2.604
4 O 3.267 1.566 -2.907
5 O 2.397 -0.331 -1.103
6 O 1.595 1.856 -0.855
7 C -3.242 0.065 -4.646
8 C -2.003 -0.778 -4.395
9 O -1.541 -0.296 -3.159
10 H -3.746 -0.220 -5.569
11 H -3.051 1.138 -4.616
12 H -3.950 0.024 -3.819
13 H -1.281 -0.473 -5.153
14 H -2.055 -1.866 -4.438
15 H -0.621 -0.039 -3.260
16 C 5.700 0.545 -0.059
17 C 4.616 0.423 1.056
18 O 3.736 -0.721 0.930
19 H 5.187 0.733 -1.002
20 H 6.363 -0.317 -0.136
21 H 6.220 1.491 0.092
22 H 4.011 1.327 1.114
23 H 5.173 0.398 1.993
24 H 3.166 -0.430 0.215
25 C -0.071 -3.253 -2.461
26 C -0.735 -2.901 -1.141
27 C -1.151 -4.099 -0.339
28 O -1.790 -3.713 0.863
29 C -2.561 -4.651 1.653
30 N 0.099 -2.026 -0.269
31 H -0.773 -3.786 -3.103
32 H 0.745 -3.933 -2.214
33 H 0.307 -2.361 -2.960
34 H -1.606 -2.329 -1.459
35 H -0.216 -4.615 -0.120
36 H -1.711 -4.839 -0.910
37 H -3.542 -4.879 1.236
38 H -2.651 -4.281 2.674
39 H -1.870 -5.486 1.768
40 H -0.228 -2.219 0.667
41 H 0.989 -2.498 -0.201
42 C -2.460 2.188 1.093
43 C -2.383 1.796 -0.416
44 C -1.691 2.940 -1.244
45 O -2.414 4.141 -1.090
46 C -1.882 5.251 -1.829
47 N -1.661 0.493 -0.527
48 H -2.638 1.279 1.667
49 H -3.224 2.923 1.350
50 H -1.503 2.595 1.419
51 H -3.409 1.618 -0.739
52 H -1.758 2.583 -2.271
53 H -0.647 3.005 -0.936
54 H -1.907 5.155 -2.915
55 H -0.933 5.633 -1.452
56 H -2.645 6.010 -1.658
57 H -1.831 0.235 -1.489
58 H -2.273 -0.124 -0.013
59 C 0.268 -1.395 3.218
60 C 0.689 0.094 2.982
61 C 1.944 0.512 3.870
62 O 1.386 0.893 5.146
63 C 1.097 2.275 5.311
64 N 1.100 0.315 1.634
65 H 1.075 -2.074 2.940
66 H -0.652 -1.670 2.702
67 H 0.165 -1.512 4.297
68 H -0.133 0.782 3.180
69 H 2.577 1.285 3.433
70 H 2.617 -0.293 4.164
71 H 2.001 2.839 5.080
72 H 0.780 2.429 6.342
73 H 0.249 2.534 4.676
74 H 2.069 0.034 1.586
75 H 1.246 1.313 1.696

These are the Mulliken partial charges, in e, on atoms 1 to 6: 0.83 0.38 -0.71 -0.95 -0.65 -0.65